(1)
Below is the molecule C5H10 in a non-equilibrium geometry, with properties calculated with the ωB97M-V functional and the def2-TZVPD basis.

orbital gap	10.529	eV
ΔE to the lowest compared entry with this formula, charge and spin	102.2	kJ/mol
SMILES	C=C(C)CC
HOMO energy	-9.39	eV
E	-196.46948	hartree
strongest force on any atom	4.17	eV Å⁻¹
net charge	0

```
15
Properties=species:S:1:pos:R:3:forces:R:3
C -1.802102 0.666401 -0.128671 -2.118 3.414 1.125
C 1.958572 -0.111532 -0.014268 -0.018 -0.082 -0.142
C -0.426514 0.904434 0.363576 2.201 -2.877 -1.197
C 0.482318 -0.383857 -0.041655 -0.203 1.730 1.435
C 0.016109 -1.612806 -0.198088 -0.326 0.051 -0.569
H -1.869768 0.554598 -1.206171 0.008 -0.164 -0.006
H -2.329751 -0.112721 0.412143 -0.014 -0.153 -0.143
H 2.539266 -1.013372 -0.205179 0.003 -0.021 -0.023
H 2.262059 0.283452 0.956266 -0.005 0.094 0.037
H 2.221901 0.629476 -0.770358 0.058 0.085 0.005
H -0.369065 1.010004 1.447850 -0.022 0.069 -0.039
H 0.013803 1.783560 -0.110779 0.052 -0.028 0.106
H -2.331208 1.698064 0.162746 0.400 -2.231 -0.847
H 0.668466 -2.448074 -0.411670 0.220 0.035 0.051
H -1.034084 -1.847625 -0.255743 -0.238 0.079 0.207
```
Forces are in eV/Å.



(2)
Below is a structure of composition C28H37BrGdN6O2 in a non-equilibrium geometry, with properties calculated with the ωB97M-V functional and the def2-TZVPD basis.

spin multiplicity	8
orbital gap (alpha / beta)	7.406 / 4.540	eV
expectation value of S²	16.04
HOMO energy (alpha / beta)	-9.88 / -9.69	eV
E	-4907.77861	hartree
strongest force on any atom	1.43	eV Å⁻¹
net charge	+1

```
75
Properties=species:S:1:pos:R:3:forces:R:3
Gd 0.281355 0.395863 0.353764 0.665 -0.604 -0.711
C 1.161355 -0.393737 -3.461836 -0.024 0.165 0.230
C 2.185855 -0.621437 -2.352336 -0.068 0.094 -0.211
N 1.610155 -1.231037 -1.141336 -0.015 -0.601 -0.378
C 2.624855 -1.969637 -0.369236 0.288 0.206 0.231
C 3.459655 -1.026437 0.505864 -0.298 -0.214 -0.217
N 2.561455 -0.220337 1.347864 0.235 -0.464 0.507
C 3.202255 0.931363 2.026064 0.121 0.267 0.074
C 4.118155 1.812163 1.164864 -0.257 -0.114 -0.114
C 3.623655 2.247063 -0.225836 0.244 -0.135 0.048
N 2.167455 2.221063 -0.399436 -0.089 0.552 0.109
C 1.827455 2.826263 -1.694436 -0.355 0.007 -0.090
C 0.332555 2.711763 -1.983936 0.407 0.208 -0.034
N -0.136645 1.312263 -1.967836 -0.516 0.436 -0.069
C -0.020845 0.593763 -3.257036 0.141 -0.313 -0.177
H 0.731655 -1.368637 -3.702636 0.017 -0.035 -0.104
H 1.725555 -0.071537 -4.339136 -0.006 -0.092 0.005
H 2.684855 0.306263 -2.079836 0.057 0.010 0.016
H 2.942955 -1.299037 -2.777736 -0.014 0.163 0.131
H 0.922155 -1.920937 -1.470436 0.266 0.315 0.168
H 3.308955 -2.514537 -1.036536 -0.158 -0.031 0.116
H 2.117855 -2.697237 0.271064 -0.022 0.025 -0.065
H 4.032755 -0.358637 -0.132836 0.041 0.016 -0.001
H 4.168555 -1.621237 1.096864 -0.019 0.131 -0.063
H 2.247255 -0.840337 2.103464 -0.026 0.192 -0.240
H 3.818055 0.590763 2.870864 -0.184 0.018 -0.079
H 2.399055 1.553463 2.438764 0.120 -0.145 -0.005
H 5.081655 1.317463 1.036664 0.049 0.060 0.024
H 4.305255 2.704463 1.763764 0.045 -0.047 0.050
H 4.056255 1.604363 -1.001836 -0.046 0.052 0.083
H 4.014955 3.257263 -0.419536 -0.055 -0.144 -0.054
H 1.761355 2.822663 0.328364 0.031 -0.202 -0.186
H 2.390555 2.309763 -2.477436 0.034 0.069 0.022
H 2.110755 3.889463 -1.729336 0.006 -0.182 -0.056
H 0.131555 3.189463 -2.953936 -0.081 -0.054 0.184
H -0.213645 3.261063 -1.209136 -0.007 -0.042 -0.091
H -1.143545 1.359263 -1.788636 0.226 -0.066 -0.056
H -0.001145 1.324563 -4.074636 -0.057 -0.022 0.130
H -0.934245 0.005263 -3.370836 0.105 0.214 0.016
Br -0.236145 -2.636637 2.369064 -0.157 -0.234 0.261
C -0.887445 -1.093237 3.262464 0.304 -0.030 -0.252
C -1.766545 -1.164237 4.322664 0.015 -0.004 -0.049
C -2.104045 0.031763 4.946764 0.206 0.026 -0.253
C -1.547245 1.215663 4.486264 0.201 -0.020 -0.165
C -0.714045 1.171563 3.376064 0.123 0.430 0.037
N -0.378745 0.025863 2.768464 -0.482 0.058 0.471
C -0.103645 2.431763 2.727064 -0.456 -0.135 1.353
O 0.170255 3.381863 3.425764 -0.067 -0.021 -0.067
O 0.075655 2.304163 1.468564 0.148 0.572 -0.634
H -2.168345 -2.110137 4.647364 0.006 -0.073 0.010
H -2.786545 0.028863 5.783464 -0.040 0.006 0.048
H -1.746345 2.166963 4.954464 -0.017 0.070 -0.003
C -1.912645 -3.610737 -3.367636 0.033 -0.040 -0.004
C -2.702945 -2.470237 -3.371436 -0.073 0.058 -0.042
C -2.615345 -1.550937 -2.344436 0.086 -0.026 0.115
C -1.728945 -1.748137 -1.272836 0.271 0.026 -0.385
C -0.957645 -2.917137 -1.273236 -0.352 0.096 0.148
C -1.050445 -3.831337 -2.308436 0.048 -0.120 -0.095
N -1.596145 -0.791137 -0.256836 -0.120 -0.661 0.085
C -2.778045 -0.423637 0.363064 -0.501 0.513 0.427
C -2.896145 0.834063 0.983464 0.336 -0.110 -0.357
C -4.027445 1.169163 1.703964 -0.096 0.050 0.140
C -5.087545 0.283863 1.806064 -0.012 0.051 0.049
C -5.002445 -0.946337 1.169964 -0.057 0.069 0.126
C -3.873345 -1.300437 0.466264 0.341 -0.028 -0.120
H -1.991145 -4.328837 -4.167536 0.007 -0.087 -0.099
H -3.396645 -2.300037 -4.182236 -0.047 0.021 -0.056
H -3.252745 -0.675337 -2.346736 0.005 0.063 0.016
H -0.354445 -3.152737 -0.407636 0.092 0.075 0.053
H -0.460045 -4.734137 -2.269036 0.059 -0.119 -0.024
H -2.095145 1.574563 0.870264 -0.334 -0.148 0.058
H -4.086245 2.135463 2.185264 -0.002 0.094 -0.010
H -5.970945 0.551763 2.362964 -0.099 0.042 0.047
H -5.821545 -1.645937 1.237064 -0.102 -0.071 0.000
H -3.806945 -2.268337 -0.009236 -0.063 -0.077 0.030
```
Forces are in eV/Å.



(3)
Below is a structure of composition C2H18O9Sn in a non-equilibrium geometry, with properties calculated with the ωB97M-V functional and the def2-TZVPD basis.

orbital gap	5.886	eV
ΔE to the lowest compared entry with this formula, charge and spin	0.0	kJ/mol
HOMO energy	-6.27	eV
E	-978.36207	hartree
strongest force on any atom	4.21	eV Å⁻¹
net charge	0

```
30
Properties=species:S:1:pos:R:3:forces:R:3
Sn -0.681000 -6.070000 -15.269000 2.502 0.143 -3.381
O -0.224000 -6.767000 -17.659000 -1.121 0.623 1.191
C 0.452000 -5.769000 -18.337000 1.933 0.163 3.353
C 0.676000 -4.479000 -17.456000 0.369 -1.523 -0.806
O 1.279000 -4.934000 -16.297000 -0.847 0.321 1.320
H 0.062000 -5.499000 -19.228000 -1.952 0.816 -3.263
H 1.495000 -6.057000 -18.582000 0.028 -0.243 0.054
H -0.272000 -3.960000 -17.279000 -0.609 0.156 0.105
H 1.292000 -3.765000 -18.021000 0.206 0.052 -0.011
O 0.860000 -7.661000 -13.698000 -1.270 -0.226 0.358
H 1.516000 -8.043000 -14.284000 0.765 0.409 -0.265
H 1.209000 -7.213000 -12.927000 0.586 -0.144 -0.145
O -2.409000 -5.962000 -13.412000 -0.114 0.333 -0.355
H -2.199000 -5.816000 -12.501000 -0.045 0.005 1.012
H -3.295000 -6.284000 -13.518000 -0.791 -0.367 0.280
O -1.740000 -8.441000 -15.135000 -1.165 1.491 -1.238
H -1.006000 -8.964000 -15.347000 1.837 -1.251 -0.830
H -2.065000 -8.799000 -14.345000 -0.758 -0.710 1.902
O 2.189000 -7.382000 -16.258000 1.490 -1.858 0.850
H 3.148000 -7.307000 -16.081000 -0.840 0.188 -0.315
H 1.880000 -6.518000 -16.564000 -0.302 1.206 0.049
O -2.893000 -5.772000 -16.560000 0.036 -0.361 -0.731
H -2.657000 -5.734000 -17.517000 -0.035 -0.110 0.906
H -3.550000 -5.107000 -16.355000 -0.067 0.348 -0.305
O 0.541000 -4.601000 -13.424000 0.520 -1.136 1.150
H 1.488000 -4.714000 -13.560000 0.107 -0.187 -0.341
H 0.416000 -3.695000 -13.627000 -0.453 1.419 -0.520
O -1.887000 -3.611000 -14.776000 -0.976 -2.713 1.207
H -1.842000 -2.714000 -14.929000 0.232 3.204 -0.733
H -2.609000 -3.737000 -14.125000 0.735 -0.048 -0.499
```
Forces are in eV/Å.



(4)
Below is a cluster of 2 separate species, Br2HPS in total in a non-equilibrium geometry, with properties calculated with the ωB97M-V functional and the def2-TZVPD basis.

orbital gap	7.846	eV
ΔE to the lowest compared entry with this formula, charge and spin	33.6	kJ/mol
SMILES	S=PBr.Br
HOMO energy	-9.66	eV
E	-5888.18802	hartree
strongest force on any atom	1.16	eV Å⁻¹
net charge	0

```
5
Properties=species:S:1:pos:R:3:forces:R:3
P 4.741973 0.684247 1.069069 -0.445 0.465 -0.967
S 4.135769 2.313376 0.260832 0.324 -0.757 0.537
Br 0.473419 -0.654555 0.962467 0.045 -0.793 0.744
Br 4.552196 -0.948544 -0.516696 0.081 0.281 0.430
H 0.451044 0.363824 0.030406 -0.004 0.804 -0.744
```
Forces are in eV/Å.